Record 1
{
  "formula": "C6H11N3O3",
  "method": "wB97M-V/def2-TZVPD",
  "relative_energy_kcal_mol": 93.96,
  "e_tot_ha": -625.10219,
  "smiles": "[H]/N=C(/NCCC(=O)O)NC(C)=O",
  "elements": ["H", "H", "H", "N", "O", "H", "H", "H", "H", "H", "N", "C", "O", "C", "H", "C", "N", "C", "C", "C", "O", "H", "H"],
  "positions_angstrom": [[2.601, 1.745, -0.393], [-2.072, 2.472, -0.079], [-1.187, 0.008, 1.299], [2.107, 0.793, -0.113], [2.306, -1.612, -0.156], [0.993, -1.021, -0.561], [4.374, -0.069, 1.632], [5.166, -1.266, 0.220], [4.628, 0.568, 0.013], [0.149, 2.773, -0.848], [0.137, -0.376, -0.287], [0.754, 0.764, -0.373], [-2.217, -1.516, -0.320], [-3.018, -0.521, 0.100], [-1.448, 0.742, -1.077], [2.822, -0.447, -0.022], [-0.042, 1.916, -0.126], [-2.106, 0.503, 0.837], [4.333, -0.344, 0.489], [-1.443, 1.419, -0.195], [-4.207, -0.650, 0.113], [-1.210, -1.350, -0.315], [-2.525, 1.050, 1.686]],
  "mulliken_charge": [0.321, 0.247, 0.415, -0.109, -0.594, 0.238, 0.265, 0.277, 0.318, 0.321, -0.553, 0.017, -0.552, 0.540, 0.436, 0.513, -0.421, -0.796, -0.916, -0.398, -0.571, 0.599, 0.402]
}



Record 2
{
  "formula": "C6H11N3S2",
  "method": "wB97M-V/def2-TZVPD",
  "relative_energy_kcal_mol": 109.21,
  "e_tot_ha": -1195.67257,
  "smiles": "CC(C)CSc1nnc(N)s1",
  "elements": ["C", "H", "C", "C", "H", "H", "H", "C", "N", "H", "H", "C", "H", "H", "H", "N", "S", "S", "H", "C", "H", "N"],
  "positions_angstrom": [[1.349, 0.930, -0.457], [-0.762, -1.116, 0.739], [3.588, -0.056, -0.259], [-1.270, -0.357, 1.385], [-3.592, -0.010, -1.505], [-2.402, -1.449, -0.761], [5.484, 0.085, 0.125], [-2.184, 0.294, 0.450], [1.340, -0.378, -0.914], [5.153, -1.547, 0.147], [-1.952, 1.479, -1.307], [-1.332, 0.876, -0.543], [-4.274, -0.651, 0.037], [-1.122, -0.194, -1.019], [-3.023, 1.058, 0.999], [4.802, -0.541, 0.362], [0.127, 1.910, -0.291], [2.983, 1.465, 0.266], [-1.927, -0.799, 2.062], [-3.169, -0.480, -0.543], [-0.445, 0.343, 1.883], [2.629, -0.863, -0.856]],
  "mulliken_charge": [0.451, 0.300, 0.397, -1.228, 0.263, 0.315, 0.279, 0.459, -0.055, 0.261, 0.279, -0.776, 0.272, 0.394, 0.315, -0.505, -0.268, -0.172, 0.463, -0.974, 0.192, -0.661]
}



Record 3
{
  "formula": "C6H11N4",
  "method": "wB97M-V/def2-TZVPD",
  "relative_energy_kcal_mol": 62.54,
  "charge": 1,
  "e_tot_ha": -453.77751,
  "s_squared": 2.022,
  "multiplicity": 3,
  "elements": ["H", "H", "H", "H", "H", "C", "N", "H", "N", "C", "H", "N", "H", "H", "H", "C", "N", "C", "H", "C", "C"],
  "positions_angstrom": [[1.713, 1.909, 1.146], [0.385, 0.882, 3.479], [0.177, -1.376, -3.779], [-1.164, -0.070, -3.523], [1.713, 0.404, -3.355], [1.463, 0.887, 1.109], [2.213, 0.737, -1.338], [-0.784, -0.412, 2.915], [0.068, 0.710, 1.391], [-0.713, -0.075, 0.374], [-0.816, -1.765, -2.541], [0.310, -0.276, -2.023], [-1.221, 1.419, 3.046], [-1.131, -1.076, 0.912], [-1.698, 0.356, 0.226], [0.252, -0.106, -0.723], [1.612, 0.216, -2.384], [1.430, 0.559, -0.321], [1.979, 0.074, 1.739], [-0.486, -0.908, -3.046], [-0.408, 0.660, 2.759]],
  "mulliken_charge": [0.344, 0.391, 0.378, 0.281, 0.241, -0.005, -0.718, 0.332, 0.219, -0.393, 0.412, 0.192, 0.298, 0.253, 0.335, 0.179, -0.081, -0.253, 0.374, -0.950, -0.829]
}



Record 4
{
  "formula": "C6H11N4OPS",
  "method": "wB97M-V/def2-TZVPD",
  "relative_energy_kcal_mol": 19.66,
  "e_tot_ha": -1268.89531,
  "elements": ["C", "H", "H", "C", "H", "H", "H", "H", "C", "O", "N", "C", "H", "H", "C", "S", "P", "N", "N", "H", "H", "C", "H", "N"],
  "positions_angstrom": [[0.458, -1.640, -0.126], [1.896, -0.086, -1.857], [-2.258, -1.230, -2.242], [-1.261, -3.264, 0.150], [0.621, -3.361, 1.153], [1.096, 1.433, -2.524], [-2.931, -3.034, -1.012], [-1.446, -4.175, 0.672], [-0.002, -2.810, 0.431], [-0.320, 4.000, -0.100], [-0.038, 0.060, -1.952], [-2.047, -2.625, -0.788], [-0.687, 2.662, 2.356], [1.682, 2.385, 3.267], [-0.344, -0.992, -1.163], [1.862, 1.900, -0.300], [-0.044, 2.417, 0.274], [1.091, 1.845, 2.642], [1.174, 0.500, -2.181], [1.349, -1.260, 0.022], [-0.324, 4.540, 0.716], [-1.582, -1.536, -1.477], [1.858, 1.541, 2.067], [0.199, 2.731, 1.972]],
  "mulliken_charge": [-0.465, 0.303, 0.419, -0.310, 0.314, 0.370, 0.464, 0.349, -0.633, -0.542, -0.270, -0.620, 0.257, 0.238, 0.485, -0.421, 0.396, -0.628, -0.432, 0.588, 0.344, -0.209, 0.227, -0.221]
}



Record 5
{
  "formula": "C6H11NO",
  "method": "wB97M-V/def2-TZVPD",
  "relative_energy_kcal_mol": 189.38,
  "e_tot_ha": -364.92968,
  "elements": ["O", "H", "N", "C", "H", "C", "H", "H", "C", "C", "H", "H", "C", "H", "H", "C", "H", "H", "H"],
  "positions_angstrom": [[-1.999, -2.331, -0.864], [-1.556, 0.656, 2.006], [-0.202, -0.016, 0.581], [1.975, 1.256, -0.017], [4.021, 1.065, 0.510], [0.038, -0.239, -1.935], [-2.845, -0.636, -0.117], [0.903, 0.083, -2.502], [3.028, 0.608, 0.431], [-0.017, 0.009, -0.650], [1.941, 2.296, -0.340], [-1.974, -1.718, 1.130], [-0.806, 1.081, 1.335], [-0.036, 1.550, 1.944], [-0.777, -0.742, -2.436], [-2.098, -1.386, 0.106], [-1.285, 1.831, 0.699], [-1.280, -2.939, -0.645], [2.969, -0.427, 0.764]],
  "mulliken_charge": [-0.452, 0.320, -0.255, -0.513, 0.276, -0.994, 0.436, 0.310, -0.464, 0.681, 0.331, 0.306, -0.861, 0.376, 0.328, -0.695, 0.306, 0.337, 0.228]
}



Record 6
{
  "formula": "C6H11NO",
  "method": "wB97M-V/def2-TZVPD",
  "relative_energy_kcal_mol": 186.44,
  "e_tot_ha": -364.93436,
  "smiles": "C[C@@H]1NCC[C@@H]2O[C@@H]12",
  "elements": ["C", "H", "H", "H", "C", "H", "N", "H", "C", "H", "H", "H", "C", "C", "O", "C", "H", "H", "H"],
  "positions_angstrom": [[-0.322, -0.479, -1.109], [-1.703, -2.236, -1.298], [1.654, -1.278, -0.395], [0.484, 1.933, -1.004], [0.643, 1.604, 1.090], [1.602, 2.144, 1.125], [1.168, -0.231, -0.719], [-0.712, -1.783, 0.445], [1.039, -0.001, 0.903], [0.201, -0.724, 1.485], [-0.592, -0.228, -2.131], [-0.226, -2.578, -1.046], [-0.198, 1.634, -0.192], [-0.886, -1.831, -0.741], [-1.633, 1.748, -0.283], [-1.014, 0.553, -0.106], [2.199, -0.276, 1.218], [-0.118, 1.753, 1.810], [-1.585, 0.276, 0.948]],
  "mulliken_charge": [0.126, 0.383, 0.366, 0.285, -0.804, 0.304, -0.649, 0.122, -0.363, 0.122, 0.432, 0.413, -0.127, -1.141, -0.503, -0.048, 0.424, 0.385, 0.276]
}



Record 7
{
  "formula": "C6H11NO",
  "method": "wB97M-V/def2-TZVPD",
  "relative_energy_kcal_mol": 35.98,
  "e_tot_ha": -365.17413,
  "smiles": "CC(C)[C@@]1(C)NC1=O",
  "elements": ["C", "C", "H", "O", "H", "H", "H", "C", "H", "H", "H", "N", "C", "H", "H", "C", "H", "C", "H"],
  "positions_angstrom": [[0.651, -0.018, -0.487], [-1.750, 0.519, -0.077], [0.530, -0.594, 2.278], [0.194, -2.365, -1.461], [-0.667, -1.567, 1.404], [-1.185, -0.246, 2.452], [0.304, 1.488, -1.980], [-0.420, -0.563, 1.747], [1.873, 0.690, -2.101], [-2.488, 0.824, 0.660], [-0.075, 1.398, 0.948], [1.704, -1.012, -0.160], [-0.367, 0.411, 0.570], [2.095, -1.313, 0.714], [1.588, 1.889, -0.832], [1.135, 1.083, -1.408], [-1.748, 1.251, -0.881], [0.672, -1.431, -0.898], [-2.045, -0.443, -0.488]],
  "mulliken_charge": [1.064, -1.379, 0.331, -0.569, 0.347, 0.455, 0.315, -1.615, 0.398, 0.397, 0.359, -0.568, 0.555, 0.277, 0.327, -1.435, 0.379, 0.034, 0.326]
}



Record 8
{
  "formula": "C6H11NO",
  "method": "wB97M-V/def2-TZVPD",
  "relative_energy_kcal_mol": 101.92,
  "e_tot_ha": -365.06904,
  "smiles": "C[C@H]1CCC=C1ON",
  "elements": ["H", "H", "C", "H", "C", "H", "O", "C", "H", "H", "C", "H", "H", "C", "C", "H", "N", "H", "H"],
  "positions_angstrom": [[-0.673, -3.501, 0.056], [0.702, 0.443, 2.584], [-0.462, 1.403, -1.351], [-2.264, -2.720, 0.133], [-0.321, -0.767, 1.122], [-0.465, 1.297, 1.575], [-0.867, -1.992, -1.184], [0.481, 0.329, -0.887], [0.000, 2.229, -1.766], [2.157, 0.167, 0.680], [0.314, 0.551, 1.547], [-0.960, -1.294, 1.770], [1.062, -0.130, -1.729], [-0.268, -0.812, -0.212], [1.222, 0.826, 0.349], [1.426, 1.930, 0.239], [-1.378, -3.071, -0.458], [-1.079, 1.027, -2.109], [-0.978, 1.753, -0.503]],
  "mulliken_charge": [0.261, 0.366, -1.578, 0.276, -0.463, 0.258, -0.302, 0.303, 0.424, 0.232, -0.780, 0.431, 0.341, 0.284, -0.650, 0.307, -0.461, 0.409, 0.341]
}



Record 9
{
  "formula": "C6H11NO",
  "method": "wB97M-V/def2-TZVPD",
  "relative_energy_kcal_mol": 29.45,
  "e_tot_ha": -365.18454,
  "smiles": "C/C(N)=C/C(C)=C/O",
  "elements": ["H", "N", "O", "H", "H", "C", "C", "C", "H", "H", "C", "H", "H", "H", "H", "H", "C", "C", "H"],
  "positions_angstrom": [[2.337, -0.951, 2.367], [1.008, 1.106, 1.389], [-1.889, 1.896, -1.725], [-2.470, -0.896, -1.840], [0.053, 1.851, -1.167], [-0.832, 1.233, -1.166], [0.323, -0.656, -0.108], [-2.099, -0.864, -0.814], [0.280, 1.686, 1.006], [1.848, 1.603, 1.638], [-0.851, -0.018, -0.701], [-2.654, 1.309, -1.737], [0.471, -1.688, -0.392], [2.402, -1.884, 0.863], [-2.891, -0.476, -0.171], [3.294, -0.366, 1.006], [2.373, -0.882, 1.280], [1.182, -0.122, 0.773], [-1.887, -1.882, -0.501]],
  "mulliken_charge": [0.343, -0.519, -0.561, 0.413, 0.486, -0.486, -0.620, -1.715, 0.287, 0.230, 0.860, 0.324, 0.253, 0.308, 0.351, 0.341, -1.367, 0.688, 0.383]
}



Record 10
{
  "formula": "C6H11NO",
  "method": "wB97M-V/def2-TZVPD",
  "relative_energy_kcal_mol": 66.92,
  "e_tot_ha": -365.12482,
  "smiles": "C=C(C)/C(N)=C(\\C)O",
  "elements": ["C", "H", "H", "H", "C", "H", "C", "C", "H", "C", "H", "H", "H", "H", "N", "H", "C", "H", "O"],
  "positions_angstrom": [[0.128, -2.395, 0.492], [-2.160, 0.554, -0.229], [1.515, 2.217, -0.388], [0.723, -0.194, -2.066], [-0.037, -0.676, -1.466], [-0.771, -1.234, -2.051], [0.470, 0.167, 0.522], [-0.112, 1.189, -0.310], [-0.734, -2.925, 0.074], [-1.589, 1.464, -0.393], [-1.854, 1.888, -1.362], [1.008, -3.008, 0.267], [-1.862, 2.201, 0.374], [2.130, 0.011, 1.750], [1.204, 0.404, 1.689], [0.018, -2.346, 1.577], [0.224, -1.028, -0.110], [1.133, 1.325, 2.091], [0.567, 2.388, -0.459]],
  "mulliken_charge": [-1.315, 0.348, 0.368, 0.275, -1.070, 0.306, 0.199, 0.697, 0.327, -1.336, 0.331, 0.288, 0.350, 0.205, -0.515, 0.347, 0.503, 0.234, -0.542]
}